Run P
Here is a molecular structure, C5H11O3 from the Open Molecules 2025 dataset. Energies are from ωB97M-V/def2-TZVPD.

Last column: Mulliken charge in e.
Geometry (Å):
H1 -3.322 1.444 0.579  0.356
H2 2.422 0.497 -0.452  0.201
H3 -2.368 1.540 2.087  0.318
O1 -0.726 -0.776 3.183  -0.725
H4 1.870 1.163 -2.204  0.141
O2 0.497 -0.802 -1.189  -0.659
H5 -1.656 1.702 0.413  0.272
H6 2.306 -1.761 -1.102  0.290
H7 1.594 -1.125 -2.789  0.238
C1 1.760 -1.019 -1.665  -0.404
H8 0.365 -0.617 -0.030  0.423
C2 2.568 0.410 -1.503  -0.888
H9 3.543 0.505 -1.807  0.421
H10 -1.557 -0.307 -0.124  0.161
O3 0.403 -0.543 1.251  -0.660
C3 -0.709 -0.448 1.963  0.575
H11 -2.655 -0.937 1.368  0.284
C4 -1.912 -0.213 0.961  -0.210
C5 -2.425 1.285 1.060  -1.135

HOMO energy (Eh): -0.1713
Charge: -1

***

Run Q
Here is 2 unconnected molecules or ions with the total composition C5H11O3 from the Open Molecules 2025 dataset. Energies are from ωB97M-V/def2-TZVPD.

Last column: Mulliken charge in e.
Geometry (Å):
H1 -0.698 -1.652 -0.025  0.335
O1 1.913 -1.617 1.078  -0.522
H2 -1.751 0.611 0.516  0.402
C1 1.909 -0.763 0.221  -0.036
C2 -0.758 0.563 0.058  -0.618
H3 2.562 0.124 0.337  0.374
C3 -0.852 1.760 -0.957  -0.521
H4 -1.148 -0.462 2.174  0.374
C4 -0.432 -0.769 -0.618  -0.554
H5 1.284 0.070 -1.604  0.257
H6 0.146 -0.939 2.771  0.326
H7 -0.036 0.931 0.782  0.232
H8 1.301 -1.702 -1.587  0.399
C5 1.041 -0.806 -1.016  -0.442
H9 -1.863 1.784 -1.428  0.197
H10 -1.073 -0.879 -1.501  0.323
O2 -0.786 -0.791 3.010  -0.694
O3 -0.562 2.936 -0.349  -0.916
H11 -0.196 1.600 -1.864  0.085

HOMO energy (Eh): -0.0901
Charge: -1

***

Run R
Here is 2 unconnected molecules or ions with the total composition C5H11O3 from the Open Molecules 2025 dataset. Energies are from ωB97M-V/def2-TZVPD.

Last column: Mulliken charge in e.
Geometry (Å):
H1 0.931 1.760 1.655  0.223
H2 -0.690 -3.688 -0.841  0.298
H3 0.239 1.588 -0.439  0.409
O1 1.928 -2.208 0.166  -0.732
H4 -1.739 3.353 1.778  0.265
H5 -1.613 1.595 1.092  0.171
C1 0.065 -1.674 -1.270  -0.506
C2 -1.123 2.432 1.798  -0.762
O2 0.348 2.512 -0.221  -0.551
H6 -0.539 -3.347 -2.499  0.311
C3 -0.074 -3.173 -1.493  -1.065
O3 0.889 -0.113 0.036  -0.532
H7 -0.864 -1.272 -1.191  0.432
C4 1.156 -1.258 -0.154  0.342
H8 -1.145 2.032 2.909  0.247
H9 1.037 -3.582 -1.467  0.210
H10 0.597 3.672 1.305  0.297
H11 0.236 -1.237 -2.369  0.185
C5 0.361 2.607 1.204  -0.241

HOMO energy (Eh): -0.1450
Charge: -1

***

Which structure loses on stability? run Q does.

***

Run P
Here is 2 unconnected molecules or ions with the total composition C5H11O3 from the Open Molecules 2025 dataset. Energies are from ωB97M-V/def2-TZVPD.

Last column: Mulliken charge in e.
Geometry (Å):
C1 2.017 1.026 -1.995  -0.854
C2 -0.996 0.324 1.088  0.591
C3 -1.511 -0.430 2.342  -1.381
H1 -2.573 -0.652 2.205  0.355
H2 -0.847 -0.200 -1.035  0.267
O1 1.712 -1.196 -2.636  -0.729
H3 -0.961 -1.570 0.087  0.357
O2 0.363 0.560 1.222  -0.642
C4 -1.316 -0.558 -0.124  -1.272
O3 1.592 -0.823 -0.449  -0.727
H4 0.953 0.139 0.506  0.404
H5 1.339 1.703 -1.444  0.246
C5 1.738 -0.444 -1.644  0.587
H6 3.020 1.341 -1.740  0.274
H7 -1.490 1.300 1.136  0.159
H8 -0.946 -1.327 2.568  0.332
H9 1.742 1.256 -3.021  0.296
H10 -2.389 -0.712 -0.254  0.411
H11 -1.448 0.263 3.189  0.322

HOMO energy (Eh): -0.1643
Charge: -1

***

Run Q
Here is 2 unconnected molecules or ions with the total composition C5H11O3 from the Open Molecules 2025 dataset. Energies are from ωB97M-V/def2-TZVPD.

Last column: Mulliken charge in e.
Geometry (Å):
H1 0.795 -0.057 -1.402  0.340
O1 -0.783 2.219 -0.294  -0.696
C1 0.548 -3.170 -0.810  -1.243
H2 1.441 -3.211 -1.412  0.347
O2 1.205 2.455 0.751  -0.715
H3 -0.502 1.851 2.869  0.380
H4 -1.660 1.190 1.659  0.198
H5 0.695 -1.518 0.567  0.090
C2 -1.247 -1.365 -0.296  -1.103
C3 -0.590 1.315 1.937  -0.630
H6 -1.453 -0.308 -0.512  0.280
H7 -0.333 -3.468 -1.434  0.238
H8 -1.924 -1.989 -0.895  0.327
H9 0.628 -3.811 0.075  0.318
C4 0.038 2.056 0.643  0.534
H10 -0.006 0.402 1.830  -0.027
O3 0.827 -1.022 -1.519  -0.582
C5 0.218 -1.677 -0.428  0.657
H11 -1.619 -1.354 0.739  0.288

HOMO energy (Eh): -0.1501
Charge: -1

***

Run R
Here is 2 unconnected molecules or ions with the total composition C5H11O3 from the Open Molecules 2025 dataset. Energies are from ωB97M-V/def2-TZVPD.

Last column: Mulliken charge in e.
Geometry (Å):
H1 -0.359 1.513 0.177  0.268
H2 0.927 -0.064 1.624  0.196
H3 -0.965 -0.905 -0.218  0.135
H4 0.016 1.852 -2.776  0.326
H5 1.150 -1.663 0.793  0.174
C1 0.442 1.906 -0.455  -0.859
C2 -0.974 -1.068 0.824  -0.196
H6 -1.546 -0.337 1.341  0.201
C3 -1.743 -2.436 1.142  0.425
H7 0.354 -1.602 2.444  0.377
O1 1.782 1.286 -2.297  -0.581
O2 -1.546 -2.946 2.259  -0.709
H8 0.246 0.379 -1.948  0.215
H9 1.259 1.432 0.109  0.276
C4 0.400 -1.058 1.482  -0.855
H10 0.395 3.001 -0.453  0.334
H11 2.235 2.148 -2.275  0.297
O3 -2.529 -2.781 0.176  -0.774
C5 0.455 1.343 -1.949  -0.250

HOMO energy (Eh): -0.1400
Charge: -1

***

Which structure loses on stability? run R does.

***

Run P
Here is 2 unconnected molecules or ions with the total composition C4H10N2OS from the Open Molecules 2025 dataset. Energies are from ωB97M-V/def2-TZVPD.

Last column: Mulliken charge in e.
Geometry (Å):
H1 -2.762 -0.060 -2.040  0.316
N1 -0.830 0.650 0.624  -0.428
H2 -0.269 -0.831 -2.051  0.336
C1 -2.194 -0.283 -1.085  -0.271
O1 4.982 -0.582 -0.515  -0.537
H3 -1.643 1.866 -1.000  0.214
C2 -0.797 -0.858 -1.145  -0.620
H4 4.305 1.721 -1.509  0.295
H5 -0.550 -1.934 -0.716  0.199
H6 -1.124 -0.049 1.349  0.247
N2 -0.044 0.016 -0.319  -0.206
H7 -2.873 -1.011 -0.515  0.220
C3 -1.980 1.017 -0.234  -0.619
H8 2.966 2.194 -0.324  0.292
H9 -2.832 1.373 0.346  0.358
S1 3.924 0.150 0.230  0.396
C4 3.781 1.501 -0.597  -0.461
H10 0.443 0.814 -0.794  0.270

HOMO energy (Eh): -0.3293

***

Run Q
Here is C4H10N2OS in the gas phase from the Open Molecules 2025 dataset. Energies are from ωB97M-V/def2-TZVPD.

Last column: Mulliken charge in e.
Geometry (Å):
H1 -0.230 0.293 2.247  0.269
H2 1.981 -1.265 0.346  0.358
H3 -0.638 -2.681 -0.849  0.321
H4 -2.878 -0.691 -0.378  0.232
H5 -1.421 -1.740 1.580  0.472
H6 0.256 -2.140 1.232  0.305
C1 -0.241 -0.026 1.187  -0.737
C2 1.282 1.181 -0.401  0.001
C3 -0.604 -1.493 0.973  -0.905
H7 -2.847 -1.725 -1.542  0.248
H8 2.340 1.296 -0.778  0.281
H9 -0.612 -0.968 -1.161  0.251
S1 0.183 2.176 -1.071  -0.340
C4 -1.068 -1.697 -0.501  -0.160
N1 1.030 0.314 0.593  0.204
N2 -2.548 -1.625 -0.568  -0.735
H10 -0.980 0.647 0.718  0.367
O1 2.064 -0.558 0.999  -0.432

HOMO energy (Eh): -0.3134
SMILES: NCCCN(O)C=S

***

Run R
Here is C4H10N2OS in the gas phase from the Open Molecules 2025 dataset. Energies are from ωB97M-V/def2-TZVPD.

Last column: Mulliken charge in e.
Geometry (Å):
O1 -2.053 0.412 -1.037  -0.543
N1 -1.539 -0.717 1.021  -0.344
N2 0.197 0.988 0.248  0.009
H1 -1.044 -0.860 1.939  0.325
H2 1.590 0.100 -1.096  0.494
H3 -0.166 0.087 -1.562  0.414
H4 1.997 1.860 -0.199  0.267
S1 -1.638 0.830 0.304  0.469
H5 0.751 3.152 -0.015  0.244
H6 -1.617 -1.642 -0.745  0.356
C1 1.110 2.189 0.423  -0.711
C2 0.570 0.096 -0.791  -1.076
H7 0.837 -1.946 -1.113  0.342
H8 1.096 -1.389 0.622  0.287
C3 0.460 -1.318 -0.252  -0.248
C4 -0.937 -1.650 0.122  -0.945
H9 -0.963 -2.617 0.664  0.393
H10 1.350 2.424 1.467  0.266

HOMO energy (Eh): -0.3136

***

Run S
Here is 3 unconnected molecules or ions with the total composition C4H10N2OS from the Open Molecules 2025 dataset. Energies are from ωB97M-V/def2-TZVPD.

Last column: Mulliken charge in e.
Geometry (Å):
H1 4.330 0.614 1.158  0.227
C1 3.592 1.038 0.468  -0.271
H2 -4.702 -0.653 -1.372  0.215
C2 -4.570 0.292 0.494  -0.331
H3 3.533 2.114 0.404  0.265
H4 1.060 1.083 -0.627  0.450
N1 2.815 0.360 -0.242  -0.380
H5 3.064 -1.440 -1.188  0.249
H6 -3.983 0.862 1.196  0.182
O1 -0.480 -0.742 0.763  -0.464
C3 -4.103 -0.091 -0.676  -0.308
S1 -0.920 0.562 0.284  0.483
H7 -5.568 0.041 0.805  0.226
H8 -3.097 0.140 -0.991  0.049
C4 2.836 -1.068 -0.190  -0.712
H9 1.835 -1.411 0.074  0.212
N2 0.095 1.381 -0.473  -0.425
H10 3.567 -1.461 0.528  0.332

HOMO energy (Eh): -0.3717

***

Which structure loses on stability? run P does.